<1>
Computed, not measured: a 4-piece molecular cluster, CH12NO3 overall, with ωB97M-V/def2-TZVPD.

Frontier orbital gap ... 12.087 eV
Total charge ... +1

Each line ends with the natural charge from an NBO analysis.
Positions of all 17 atoms, in Å:
1 H 2.2166 -2.3608 0.8256  0.52
2 C -1.8721 -0.5980 0.9688  -0.42
3 H -0.7045 0.8285 -3.0362  0.48
4 H 0.6545 0.2089 -3.1962  0.49
5 H -2.7845 -0.3714 0.5730  0.23
6 H 0.1696 -0.4494 0.5671  0.48
7 O 0.0702 0.5805 -2.5590  -0.97
8 H 2.6874 -0.8566 0.2441  0.49
9 O 0.9360 2.2191 0.6832  -0.96
10 H -0.7114 -1.1304 -0.7873  0.46
11 H -0.7480 0.5469 -0.4616  0.47
12 N -0.7157 -0.3819 0.0285  -0.70
13 H -1.8394 -1.6350 1.3686  0.23
14 O 1.9675 -1.3334 0.5652  -1.00
15 H 1.8076 1.9513 1.0267  0.48
16 H 0.6494 2.8935 1.3391  0.49
17 H -1.7832 -0.1117 1.8503  0.23

---

<2>
Computed, not measured: a 4-piece molecular cluster, CH12NO3 overall, with ωB97M-V/def2-TZVPD.

Frontier orbital gap ... 11.619 eV
Total charge ... +1

Each line ends with the natural charge from an NBO analysis.
Positions of all 17 atoms, in Å:
1 O 1.4891 -2.2242 0.4894  -0.97
2 O -0.1551 3.3339 0.1993  -0.95
3 H 0.0931 -1.1482 -0.2504  0.47
4 H -1.6833 -2.2951 0.7905  0.25
5 H -0.9663 3.3118 -0.3263  0.47
6 H -1.4006 -0.8140 1.7689  0.24
7 H 0.1237 4.2267 -0.0464  0.48
8 O 1.4305 1.0297 -1.0113  -0.99
9 H -2.6474 -0.7645 0.6064  0.23
10 C -1.6488 -1.2172 0.7764  -0.43
11 H -1.3284 -1.0787 -1.0865  0.43
12 N -0.7940 -0.6414 -0.3244  -0.71
13 H 1.5827 1.3964 -0.1343  0.50
14 H 2.2352 1.1437 -1.5329  0.50
15 H 2.2369 -2.4842 1.0424  0.51
16 H -0.5230 0.3295 -0.6035  0.49
17 H 1.9557 -2.1042 -0.3571  0.48

---

Order of stability, best first: <2>, <1>